[1]
Here is one molecule with the formula C6H9ClN2 at a distorted geometry from OMol25. Energies are from ωB97M-V/def2-TZVPD.

Structure (XYZ):
```
18
Properties=species:S:1:pos:R:3:forces:R:3
C 0.112 -1.443 -0.749 3.13 -2.12 -2.08
C -1.185 -1.253 -0.639 -0.27 -0.71 -0.93
C 2.952 0.465 0.514 -0.20 1.31 0.63
C 2.188 -0.323 -0.201 -2.44 0.52 2.12
C -0.274 0.504 0.588 4.84 -2.68 -1.89
C -2.571 0.547 0.156 0.84 3.88 0.58
N 0.815 -0.529 0.019 -1.29 1.76 0.81
N -1.359 -0.204 0.200 -2.33 2.39 1.90
Cl 0.045 2.220 -0.208 -0.25 0.04 -0.24
H 0.825 -2.159 -1.359 -2.22 1.33 1.30
H -2.115 -1.662 -0.982 0.35 -0.64 -0.50
H 3.923 0.406 0.129 1.67 0.52 0.21
H 2.667 1.209 1.287 0.16 -0.82 -0.72
H 2.656 -0.949 -0.887 0.30 -1.09 -1.35
H -0.080 0.760 1.610 -0.33 -0.01 0.46
H -2.518 1.398 -0.665 -0.27 -1.79 1.43
H -3.379 -0.084 0.038 -1.78 -1.23 -0.47
H -2.702 1.096 1.149 0.09 -0.66 -1.25
```
Forces are in eV/Å.

## Properties
Total charge: 0
Electronic energy: -803.63006 Eh
HOMO-LUMO gap: 8.3 eV
Molar mass: 144.605 g/mol
Maximum force: 0.1138 hartree/bohr
SMILES string: C=CN1C=CN(C)[C@@H]1Cl
Multiplicity: 1

=====

[2]
Here is C6H9CuO3P as an isolated structure at a distorted geometry from OMol25. Energies are from ωB97M-V/def2-TZVPD.

Structure (XYZ):
```
20
Properties=species:S:1:pos:R:3:forces:R:3
O 0.072 1.590 -4.403 0.40 -1.74 4.18
C 0.186 1.126 -3.358 -0.19 2.19 -4.41
Cu 0.413 -0.121 -1.740 -0.64 1.39 0.47
C 1.868 -1.114 -2.176 6.42 -3.50 -1.70
C -1.187 -1.004 -2.154 -5.81 -2.24 -1.26
O 2.800 -1.703 -2.513 -3.97 2.33 1.39
O -2.203 -1.423 -2.489 3.91 1.44 1.24
C 1.081 -0.696 2.118 1.26 -0.91 -0.70
P 0.181 -0.150 0.608 -1.42 1.00 3.94
C -1.540 -0.410 1.185 -0.60 -0.78 -1.35
C 0.079 1.649 0.892 0.52 0.71 -1.60
H 1.035 -1.793 2.200 0.12 0.32 0.01
H 0.651 -0.265 3.044 -0.23 0.09 -0.79
H 2.133 -0.382 2.052 -0.24 -0.22 0.09
H -1.615 0.033 2.186 0.14 -0.01 -0.31
H -2.197 0.113 0.466 0.03 -0.20 0.56
H -1.852 -1.455 1.248 0.09 0.07 -0.05
H -0.295 1.807 1.911 -0.01 -0.24 -0.18
H 1.031 2.166 0.777 -0.02 0.04 -0.02
H -0.641 2.030 0.147 0.22 0.26 0.50
```
Forces are in eV/Å.

## Properties
Total charge: +2
Electronic energy: -2440.86315 Eh
HOMO-LUMO gap (alpha / beta): 10.3 / 7.5 eV
Molar mass: 223.655 g/mol
Maximum force: 0.1460 hartree/bohr
Multiplicity: 2

=====

[3]
Here is one molecule with the formula C6H9F2NO2 at a distorted geometry from OMol25. Energies are from ωB97M-V/def2-TZVPD.

Structure (XYZ):
```
20
Properties=species:S:1:pos:R:3:forces:R:3
C -1.334 0.051 2.221 2.53 0.39 -3.04
C -0.810 -1.064 0.005 -0.86 -2.66 -0.40
C 0.429 -1.266 -0.807 1.55 0.28 -1.19
C -0.149 -0.504 1.261 -1.66 0.71 1.04
C 1.168 0.074 -0.630 0.37 1.14 -4.92
C 0.577 1.319 -1.844 2.79 -0.55 4.10
N 0.714 0.500 0.605 1.11 1.43 4.28
O -1.747 1.261 1.759 -1.64 -0.80 2.43
O -1.773 -0.610 3.102 -0.50 0.58 0.35
F 1.768 1.969 -2.245 -2.12 -0.61 0.06
F -0.246 2.253 -1.192 1.14 -1.28 -1.18
H -1.487 -0.316 -0.499 0.61 -0.69 0.67
H -1.336 -2.098 0.030 0.51 1.94 0.66
H 1.146 -2.032 -0.470 -0.59 0.05 0.80
H 0.292 -1.627 -1.813 -0.37 0.55 -0.74
H 0.393 -1.220 1.889 -0.11 -0.21 -0.39
H 2.298 -0.041 -1.006 -2.18 0.62 1.61
H 0.063 0.811 -2.613 -0.54 0.12 -1.36
H -1.314 1.511 0.958 1.09 0.11 -1.01
H 1.345 1.030 1.290 -1.13 -1.13 -1.78
```
Forces are in eV/Å.

## Properties
Total charge: 0
Electronic energy: -638.94377 Eh
HOMO-LUMO gap: 10.0 eV
Molar mass: 165.139 g/mol
Maximum force: 0.0985 hartree/bohr
SMILES string: O=C(O)[C@H]1CC[C@@H](C(F)F)N1
Multiplicity: 1

=====

[4]
Here is C6H9F9KO13PS3 as an isolated structure at a distorted geometry from OMol25. Energies are from ωB97M-V/def2-TZVPD.

Structure (XYZ):
```
42
Properties=species:S:1:pos:R:3:forces:R:3
K 1.331 0.143 -1.281 -0.07 0.51 0.09
C 3.485 -3.219 4.092 -0.33 2.04 1.61
F 3.812 -3.644 2.908 0.82 -0.69 -1.25
F 2.185 -3.441 4.241 -0.84 -0.70 0.30
F 4.160 -3.892 5.046 -0.15 -0.28 -0.44
S 3.748 -1.383 4.334 -0.56 3.14 -0.24
O 3.204 -1.063 5.671 0.86 -1.23 -1.40
O 5.190 -1.232 4.156 -0.70 -0.59 0.32
O 2.966 -0.687 3.269 0.80 -1.79 0.94
C 3.554 2.642 -7.549 -2.85 -0.10 0.73
F 3.710 3.320 -8.689 0.51 -0.35 -0.05
F 3.695 1.310 -7.758 0.12 0.56 -0.39
F 4.469 2.996 -6.673 0.67 0.33 0.16
S 1.747 3.010 -6.851 -2.60 1.40 0.72
O 0.780 2.634 -7.914 2.03 -0.07 0.78
O 1.645 2.173 -5.642 0.86 0.11 -1.11
O 1.651 4.461 -6.535 1.29 -2.12 -0.84
C 0.133 6.581 1.065 0.67 -0.92 -1.74
F -1.116 6.993 1.375 1.07 0.08 0.30
F 0.955 7.637 0.816 -0.98 -0.24 0.42
F 0.694 5.902 2.075 -0.60 0.32 0.37
S 0.077 5.472 -0.489 -0.24 -0.22 -2.89
O -0.955 4.465 -0.266 0.33 0.21 1.05
O -0.330 6.397 -1.563 0.73 -0.30 1.64
O 1.422 4.898 -0.660 -1.00 0.84 0.94
C -1.289 -4.913 0.888 1.10 -0.82 -1.45
O -2.014 -4.138 1.778 -1.69 1.04 0.72
P -3.043 -3.014 1.248 -0.07 -0.46 0.95
O -2.477 -2.116 0.240 -0.10 -0.12 -0.28
O -4.353 -3.876 0.798 2.78 0.16 1.15
C -5.362 -3.226 0.129 -1.66 1.76 -1.44
O -3.506 -2.294 2.602 0.13 -0.76 -0.97
C -2.658 -1.316 3.228 0.08 0.23 0.88
H -0.340 -5.232 1.319 -0.05 0.35 0.32
H -1.072 -4.357 -0.024 0.10 0.09 -0.06
H -1.780 -5.837 0.583 -0.52 0.05 0.19
H -5.516 -3.581 -0.890 -0.39 -1.24 0.33
H -5.189 -2.202 -0.202 0.77 0.53 0.88
H -6.244 -3.177 0.767 -0.21 -0.39 -0.36
H -1.599 -1.570 3.193 -0.06 0.00 -0.42
H -2.915 -1.318 4.288 -0.16 -0.15 -0.05
H -2.858 -0.305 2.873 0.10 -0.23 -0.42
```
Forces are in eV/Å.

## Properties
Total charge: -2
Electronic energy: -4247.03310 Eh
HOMO-LUMO gap: 6.4 eV
Molar mass: 626.380 g/mol
Maximum force: 0.0623 hartree/bohr
Multiplicity: 1

=====

[5]
Here is one molecule with the formula C6H9FO at a distorted geometry from OMol25. Energies are from ωB97M-V/def2-TZVPD.

Structure (XYZ):
```
17
Properties=species:S:1:pos:R:3:forces:R:3
C -1.788 -0.835 0.795 -0.73 0.22 0.28
C -2.108 0.292 -0.129 0.43 0.72 -0.69
C -1.173 1.125 -0.625 -0.28 -0.70 0.75
C 0.294 0.969 -0.386 -2.17 2.24 -0.66
C 0.888 -0.183 -0.488 1.95 -1.28 -1.45
C 2.364 -0.517 -0.193 -2.02 -1.06 -0.52
H -1.250 -0.470 1.672 0.47 0.07 -0.20
H -2.747 -1.106 1.223 -0.04 -0.96 -0.06
H -1.224 -1.644 0.315 -0.54 -0.01 0.32
H -3.172 0.482 -0.411 0.97 -0.13 0.46
H -1.592 2.008 -1.066 0.45 0.44 -0.64
H 0.874 1.888 -0.436 0.18 -0.23 1.01
H 2.876 -0.602 -1.170 -0.02 -0.40 0.64
H 2.292 -1.516 0.391 0.68 1.32 -0.94
H 2.274 0.733 1.195 0.50 0.29 -0.04
O 2.925 0.543 0.497 0.04 0.12 0.87
F 0.267 -1.167 -1.185 0.12 -0.64 0.85
```
Forces are in eV/Å.

## Properties
Total charge: 0
Electronic energy: -409.04660 Eh
HOMO-LUMO gap: 9.6 eV
Molar mass: 116.135 g/mol
Maximum force: 0.0619 hartree/bohr
SMILES string: C/C=C\C=C(/F)CO
Multiplicity: 1

=====

[6]
Here is one molecule with the formula C6H9FS at a distorted geometry from OMol25. Energies are from ωB97M-V/def2-TZVPD.

Structure (XYZ):
```
17
Properties=species:S:1:pos:R:3:forces:R:3
C 1.224 -1.552 1.507 1.89 -0.04 4.25
C -0.134 -2.007 1.824 -1.79 1.52 -1.86
C -1.138 -1.559 1.020 -1.01 -6.56 6.71
C -1.240 -0.836 -0.082 0.39 1.04 -5.25
C -0.671 0.365 -0.108 -1.72 -2.06 -2.56
C -0.629 1.170 -1.268 -0.24 -0.78 -4.52
H 1.377 -1.508 0.427 0.35 0.39 0.37
H 1.977 -2.224 2.101 -0.98 1.04 -1.65
H 1.295 -0.563 2.137 0.43 -1.27 -1.86
H -0.536 -2.565 2.665 1.05 -0.23 0.06
H -1.987 -2.213 1.321 -0.40 0.98 -0.51
H -1.596 -1.466 -1.030 0.52 2.27 1.83
H -1.063 2.119 -1.064 -0.76 0.82 -0.36
H -1.067 0.578 -2.227 0.50 1.69 2.46
H 1.384 2.289 -0.699 -0.17 -1.08 -1.52
F -0.148 0.979 0.887 0.91 0.85 3.00
S 1.067 1.453 -1.811 1.04 1.43 1.39
```
Forces are in eV/Å.

## Properties
Total charge: 0
Electronic energy: -731.94557 Eh
HOMO-LUMO gap: 9.0 eV
Molar mass: 132.203 g/mol
Maximum force: 0.1835 hartree/bohr
SMILES string: C/C=C\C=C(/F)CS
Multiplicity: 1

=====

[7]
Here is C6H9HgLiO2 as an isolated structure at a distorted geometry from OMol25. Energies are from ωB97M-V/def2-TZVPD.

Structure (XYZ):
```
19
Properties=species:S:1:pos:R:3:forces:R:3
C -2.391 0.222 0.873 0.27 0.46 0.41
H -1.522 -0.401 1.088 0.14 0.40 -0.29
H -2.938 0.398 1.799 -0.51 -0.34 -0.53
C 1.410 -1.992 0.251 2.00 1.49 0.55
C 2.554 -1.233 0.446 -3.25 -3.13 1.51
C 2.993 -0.242 -0.425 2.02 0.59 -1.84
O 2.429 0.982 -0.516 3.41 0.87 -0.37
Li 3.734 2.284 -0.432 -0.06 -0.27 0.04
H 0.770 -1.826 -0.619 0.22 -0.20 0.14
H 1.123 -2.764 0.964 0.01 0.27 -0.19
H 3.144 -1.401 1.355 -0.06 -0.32 -0.26
H 3.850 -0.425 -1.086 -0.23 0.24 0.23
H -2.992 2.230 0.123 0.68 -0.15 -0.14
O -1.080 1.763 -0.570 -5.38 3.32 -0.76
C -2.300 1.402 -0.081 -0.77 -1.80 0.90
C -2.955 0.124 -0.528 -0.50 0.14 0.12
H -4.039 0.098 -0.659 0.39 0.04 -0.10
H -2.382 -0.478 -1.238 -0.22 0.08 0.28
Hg 0.594 1.258 -0.743 1.83 -1.68 0.31
```
Forces are in eV/Å.

## Properties
Total charge: +1
Electronic energy: -545.03243 Eh
HOMO-LUMO gap (alpha / beta): 6.7 / 7.2 eV
Molar mass: 320.667 g/mol
Maximum force: 0.1238 hartree/bohr
Multiplicity: 2

=====

[8]
Here is C6H9IN2OS as an isolated structure at a distorted geometry from OMol25. Energies are from ωB97M-V/def2-TZVPD.

Structure (XYZ):
```
20
Properties=species:S:1:pos:R:3:forces:R:3
C 0.346 0.016 -0.058 4.39 1.69 0.53
C 2.459 -0.039 0.680 -2.64 -0.04 0.45
C 1.145 2.281 0.011 1.66 2.58 2.35
C -1.180 1.985 -0.588 1.36 1.21 -0.24
C -1.742 -1.274 0.391 -1.60 1.11 -1.34
C 0.414 -2.286 0.047 -0.18 -1.36 3.50
N 0.116 1.334 -0.146 -2.42 0.18 -0.95
N -0.355 -1.049 0.044 -0.41 -1.00 -0.61
O 0.953 3.501 0.101 -0.09 -2.52 -0.95
S 2.787 1.705 0.548 -1.71 -0.16 -1.21
I 3.775 -1.135 -0.514 0.57 -0.38 -0.72
H -1.958 1.981 0.128 -0.78 -0.83 0.77
H -1.023 3.060 -0.712 0.68 -0.12 0.44
H -1.466 1.769 -1.595 -0.27 -1.24 -0.40
H -2.323 -0.318 0.316 0.50 -0.99 0.17
H -2.242 -2.061 -0.246 0.76 0.94 0.43
H -1.723 -1.633 1.386 -0.36 -0.31 1.21
H 1.138 -2.314 0.962 -1.71 -0.07 -1.07
H -0.218 -3.211 -0.058 0.40 1.16 0.45
H 1.097 -2.311 -0.697 1.86 0.17 -2.80
```
Forces are in eV/Å.

## Properties
Total charge: 0
Electronic energy: -1114.47203 Eh
HOMO-LUMO gap (alpha / beta): 7.3 / 7.3 eV
Molar mass: 284.122 g/mol
Maximum force: 0.0921 hartree/bohr
Multiplicity: 1

=====

[9]
Here is an isolated ion of composition C6H9INO and charge +1 at a distorted geometry from OMol25. Energies are from ωB97M-V/def2-TZVPD.

Structure (XYZ):
```
18
Properties=species:S:1:pos:R:3:forces:R:3
C 1.681 0.894 1.378 0.17 0.79 -0.08
C 2.801 -0.091 1.649 0.07 0.18 0.30
C 0.338 0.260 0.933 2.54 2.33 0.21
C -1.395 -1.093 -0.139 -0.03 -0.10 0.08
C 1.424 1.062 -1.284 0.27 0.25 -1.73
C -0.852 -0.498 1.166 -0.99 -0.66 -0.12
N 1.102 0.785 0.057 -0.77 -0.64 2.09
O 3.098 -0.889 0.816 0.06 -0.20 -0.23
I 2.777 3.026 2.109 -1.69 -2.09 -0.71
H 3.276 0.009 2.633 0.13 -0.08 0.05
H -2.239 -1.740 0.087 -0.02 0.03 -0.02
H -0.635 -1.697 -0.631 0.03 -0.06 -0.04
H -1.729 -0.318 -0.822 -0.04 0.07 -0.05
H 2.419 1.505 -1.316 -0.08 -0.06 0.03
H 0.701 1.764 -1.708 0.03 -0.06 0.14
H 1.412 0.147 -1.878 0.02 0.02 0.12
H -0.636 -1.279 1.906 0.12 0.19 -0.06
H -1.602 0.148 1.641 0.18 0.09 0.03
```
Forces are in eV/Å.

## Properties
Total charge: +1
Electronic energy: -661.32772 Eh
HOMO-LUMO gap: 8.3 eV
Molar mass: 238.048 g/mol
Maximum force: 0.0672 hartree/bohr
SMILES string: CCC1=[N+](C)[C@]1(I)C=O
Multiplicity: 1

=====

[10]
Here is C6H9InO6 as an isolated structure at a distorted geometry from OMol25. Energies are from ωB97M-V/def2-TZVPD.

Structure (XYZ):
```
22
Properties=species:S:1:pos:R:3:forces:R:3
In -1.471 -0.087 -1.899 1.22 0.39 2.98
C 1.913 -2.820 -1.499 -1.13 -0.26 -0.03
C 1.140 -2.586 -0.196 3.09 -0.50 0.04
O 1.587 -3.002 0.882 -0.88 0.24 -0.35
O 0.188 -1.769 -0.257 -2.13 1.26 -0.42
H 1.457 -2.174 -2.249 0.35 -0.03 -0.20
H 1.773 -3.859 -1.802 0.10 -0.02 0.00
H 2.975 -2.617 -1.386 -0.09 0.09 0.20
C -3.812 1.018 2.192 -0.10 0.07 0.68
C -2.988 0.725 0.945 2.09 -1.51 -0.41
O -1.964 -0.009 1.108 -0.87 0.20 0.24
O -3.339 1.110 -0.181 -0.79 0.68 -1.35
H -4.165 2.042 2.294 0.10 0.07 -0.51
H -3.240 0.788 3.089 0.09 -0.12 -0.16
H -4.687 0.367 2.179 0.03 -0.04 -0.15
C 2.586 2.223 -0.277 0.65 1.11 -1.26
C 1.451 1.279 -0.596 -1.75 -0.66 -0.54
O 1.285 0.850 -1.782 0.12 0.11 -0.16
O 0.627 0.976 0.297 0.40 0.12 0.47
H 3.522 1.718 -0.045 -0.24 -0.18 0.42
H 2.359 3.055 0.384 -0.24 -0.66 0.71
H 2.801 2.771 -1.201 -0.02 -0.37 -0.21
```
Forces are in eV/Å.

## Properties
Total charge: 0
Electronic energy: -875.39181 Eh
HOMO-LUMO gap: 4.0 eV
Molar mass: 291.950 g/mol
Maximum force: 0.0631 hartree/bohr
Multiplicity: 1

=====

[11]
Here is C6H9LiO2Pd as an isolated structure at a distorted geometry from OMol25. Energies are from ωB97M-V/def2-TZVPD.

Structure (XYZ):
```
19
Properties=species:S:1:pos:R:3:forces:R:3
C -1.362 -0.661 0.072 -3.09 0.37 2.63
H -1.465 -1.044 1.088 0.73 -0.15 -0.19
H -0.611 -1.165 -0.536 -0.66 0.96 -0.27
C 1.159 -1.525 0.637 4.18 2.14 0.76
C 2.045 -0.409 0.800 -3.96 -3.06 1.84
C 2.501 0.278 -0.300 2.90 -0.57 -2.48
O 2.023 1.481 -0.699 8.05 1.54 0.51
Li 3.281 2.734 -1.121 -0.21 -0.19 0.10
H 1.079 -1.896 -0.390 -0.09 -0.28 0.61
H 0.853 -2.082 1.525 -0.23 0.06 -0.54
H 2.125 0.063 1.785 -0.19 -0.18 -0.11
H 3.129 -0.220 -1.052 -0.35 0.03 0.17
H -2.641 1.516 0.972 1.19 -0.30 0.42
O -1.153 1.729 -0.504 -16.61 4.68 2.86
C -2.074 1.004 0.182 0.62 -1.61 -0.17
C -2.749 -0.223 -0.349 1.26 0.31 -2.19
H -3.602 -0.602 0.224 0.30 0.31 -0.30
H -2.834 -0.213 -1.444 -0.52 -0.11 0.38
Pd 0.296 1.236 -0.890 6.68 -3.96 -4.01
```
Forces are in eV/Å.

## Properties
Total charge: +1
Electronic energy: -519.31853 Eh
HOMO-LUMO gap (alpha / beta): 6.3 / 7.4 eV
Molar mass: 226.497 g/mol
Maximum force: 0.3401 hartree/bohr
Multiplicity: 4

=====

[12]
Here is one molecule with the formula C6H9N from OMol25. Energies are from ωB97M-V/def2-TZVPD.

Structure (XYZ):
```
16
Properties=species:S:1:pos:R:3:forces:R:3
C 2.667 0.556 0.141 0.28 0.13 0.11
C 1.892 -0.670 0.105 -0.23 -0.26 -0.04
C 0.959 -1.395 -0.128 0.35 0.92 -0.10
C -0.412 -1.204 -0.627 -0.20 -0.24 -0.17
N -1.259 -0.734 0.459 -0.08 -0.17 -0.02
C -2.375 0.079 0.033 -0.33 0.05 -0.12
C -1.212 0.694 0.720 0.10 0.18 0.08
H 2.587 1.017 -0.853 0.22 -0.04 0.20
H 3.713 0.414 0.398 0.07 0.12 0.02
H 2.192 1.236 0.859 0.29 -0.08 -0.02
H -0.290 -0.413 -1.394 -0.28 -0.27 -0.04
H -0.855 -2.077 -1.103 -0.14 -0.05 0.15
H -3.309 -0.101 0.557 0.08 0.11 -0.08
H -2.465 0.285 -1.035 -0.05 -0.05 0.15
H -0.556 1.317 0.106 -0.07 -0.23 0.07
H -1.276 0.998 1.762 0.00 -0.13 -0.17
```
Forces are in eV/Å.

## Properties
Total charge: 0
Electronic energy: -288.63072 Eh
HOMO-LUMO gap: 10.2 eV
Molar mass: 95.145 g/mol
Maximum force: 0.0192 hartree/bohr
SMILES string: CC#CCN1CC1
Multiplicity: 1